Entry 1:
ORCA calculation (wB97M-V/def2-TZVPD) on a structure of composition C17H13BrN4O2.

The relative energy (zero: lowest compared OMol25 entry of this formula, charge and spin) is 1.677 eV. For the orbital gap, the calculation gives 7.7 eV. Its HOMO energy is -0.288 Ha.

```
! RIJCOSX wB97M-V def2-TZVPD def2/J DEFGRID3
* xyz 0 1
Br 4.98 -3.91 -1.69
N 1.71 0.20 -0.13
N -3.89 1.72 1.24
N -1.71 0.90 0.81
O -3.36 3.92 1.24
O -0.13 -4.01 -1.10
C 0.39 0.20 -0.10
C -4.21 2.95 1.55
C -2.59 1.89 1.00
C -0.50 1.28 0.32
C -0.06 2.60 0.24
C 3.30 -1.69 -0.66
C -0.92 3.65 0.72
C 2.22 -3.82 -1.22
C 3.41 -3.01 -1.13
C 2.15 -1.06 -0.49
C -2.25 3.24 1.02
C 1.00 -3.22 -0.89
C 0.94 -1.80 -0.64
N -0.14 -1.06 -0.49
C -5.58 3.21 2.09
C -1.04 -3.90 0.10
C -1.45 -1.56 -0.96
C -1.92 -2.62 0.03
H 0.95 2.72 0.06
H 4.22 -1.19 -0.57
H -0.68 4.74 0.80
H 2.33 -4.83 -1.57
H -5.53 4.18 2.59
H -6.46 3.18 1.33
H -5.84 2.40 2.78
H -1.72 -4.75 0.08
H -0.58 -4.03 1.08
H -1.37 -2.00 -1.97
H -2.19 -0.76 -0.98
H -1.99 -2.31 1.02
H -2.98 -2.85 -0.20
*
```

***

Entry 2:
ORCA calculation (wB97M-V/def2-TZVPD) on an isolated molecule of C6H10P2.

The relative energy (zero: lowest compared OMol25 entry of this formula, charge and spin) is 1.105 eV. Its structure (SMILES) is PC1(P)C=CC=CC1. For the orbital gap, the calculation gives 8.6 eV. Its HOMO energy is -0.298 Ha.

```
! RIJCOSX wB97M-V def2-TZVPD def2/J DEFGRID3
* xyz 0 1
C -1.41 1.64 0.00
C -1.84 0.39 0.57
C -0.09 1.88 -0.29
C -1.00 -0.63 0.80
C 1.02 0.85 -0.09
C 0.43 -0.59 0.21
P 0.36 -1.52 -1.57
P 1.69 -1.35 1.31
H -2.10 2.52 -0.07
H -2.74 0.37 1.11
H 0.26 2.90 -0.62
H -1.33 -1.52 1.34
H 1.81 0.78 -1.01
H 1.77 1.20 0.65
H -0.57 -0.83 -2.15
H -0.44 -2.50 -1.24
H 2.58 -0.93 0.41
H 1.61 -2.65 0.63
*
```

***

Entry 3:
ORCA calculation (wB97M-V/def2-TZVPD) on a cluster of 2 separate species, CH4N2O2 in total.

The relative energy (zero: lowest compared OMol25 entry of this formula, charge and spin) is 9.361 eV. For the orbital gap (spin up / spin down), the calculation gives 9.0 / 9.0 eV. Its HOMO energy (spin up / spin down) is -0.317 / -0.317 Ha.

```
! RIJCOSX wB97M-V def2-TZVPD def2/J DEFGRID3
* xyz 0 1
C -1.68 0.11 -0.31
N 2.05 -0.33 0.57
N 0.76 0.40 -0.73
O 1.53 -0.75 -0.63
O 1.33 0.90 0.49
H -1.81 -0.06 0.77
H -1.49 1.14 -0.51
H -2.20 -0.57 -0.97
H 1.51 -0.84 1.31
*
```

***

Entry 4:
ORCA calculation (wB97M-V/def2-TZVPD) on a cluster of 2 separate species, CH5NO3S2 in total.

The relative energy (zero: lowest compared OMol25 entry of this formula, charge and spin) is 0.245 eV. For the orbital gap, the calculation gives 8.2 eV. Its HOMO energy is -0.354 Ha.

```
! RIJCOSX wB97M-V def2-TZVPD def2/J DEFGRID3
* xyz 0 1
C -1.80 1.98 0.28
N 2.84 -1.47 -0.44
O -2.27 -0.35 -0.29
O -0.47 -0.62 1.54
O 0.22 0.18 -0.72
S -2.73 1.03 -0.64
S -0.38 -0.85 0.09
H -1.09 1.71 0.96
H -1.93 3.03 0.06
H 2.22 -0.67 -0.41
H 2.21 -2.09 -0.87
H 3.18 -1.86 0.45
*
```

***

Entry 5:
ORCA calculation (wB97M-V/def2-TZVPD) on a structure of composition C46H44Br2FN13P2STa.

The relative energy (zero: lowest compared OMol25 entry of this formula, charge and spin) is 0.736 eV. For the orbital gap, the calculation gives 6.3 eV. Its HOMO energy is -0.370 Ha.

```
! RIJCOSX wB97M-V def2-TZVPD def2/J DEFGRID3
* xyz 1 1
Ta 1.08 -1.20 1.43
C -1.10 3.95 -4.80
S -1.47 4.82 -3.27
C -2.86 3.83 -2.63
C -2.49 2.81 -1.56
C -1.47 1.80 -2.09
N -1.05 0.75 -1.14
P -1.84 -0.78 -0.94
C -2.13 -1.25 -2.68
C -1.15 -2.08 -3.23
C -1.20 -2.43 -4.57
C -2.25 -1.98 -5.37
C -3.24 -1.17 -4.82
C -3.18 -0.81 -3.49
C -3.50 -0.36 -0.30
C -4.60 -1.16 -0.63
C -5.82 -0.96 -0.01
C -5.96 0.03 0.96
C -4.87 0.80 1.31
C -3.64 0.61 0.69
P 0.45 0.86 -0.43
C 0.56 2.56 0.18
C 1.02 3.64 -0.57
C 0.97 4.92 -0.05
C 0.47 5.14 1.23
C 0.00 4.07 1.98
C 0.04 2.79 1.46
C 1.71 0.58 -1.74
C 1.22 0.46 -3.17
C 2.14 -0.03 -3.99
C 3.45 -0.33 -3.31
C 3.91 0.89 -2.56
C 3.01 1.35 -1.70
H -0.30 4.50 -5.29
H -1.97 3.93 -5.46
H -0.75 2.93 -4.62
H -3.34 3.35 -3.48
H -3.57 4.54 -2.22
H -3.39 2.29 -1.24
H -2.07 3.31 -0.69
H -0.58 2.36 -2.39
H -1.86 1.32 -2.99
H -0.34 -2.44 -2.60
H -0.44 -3.07 -4.99
H -2.29 -2.27 -6.41
H -4.05 -0.83 -5.44
H -3.95 -0.17 -3.08
H -4.50 -1.94 -1.37
H -6.67 -1.57 -0.28
H -6.92 0.19 1.44
H -4.97 1.57 2.07
H -2.79 1.21 0.97
H 1.40 3.49 -1.58
H 1.32 5.76 -0.65
H 0.43 6.14 1.63
H -0.41 4.24 2.96
H -0.35 1.96 2.03
H 0.20 0.64 -3.44
H 1.98 -0.26 -5.03
H 4.20 -0.76 -3.96
H 4.92 1.27 -2.64
H 3.18 2.16 -1.01
Br 4.27 3.75 5.13
C 3.39 2.47 4.08
C 3.64 2.37 2.73
C 2.97 1.40 2.01
N 2.08 0.57 2.56
C 1.85 0.65 3.89
C 2.49 1.59 4.68
C 0.96 -0.39 4.46
C 0.50 -0.33 5.76
C -0.22 -1.41 6.26
Br -0.87 -1.36 8.02
C -0.44 -2.52 5.46
C 0.03 -2.48 4.16
N 0.68 -1.43 3.66
H 4.35 3.03 2.23
H 3.15 1.27 0.96
H 2.34 1.62 5.75
H 0.69 0.53 6.39
H -0.96 -3.39 5.83
H -0.09 -3.33 3.50
N 4.64 -1.33 0.90
C 4.17 -1.95 2.04
N 4.94 -2.47 2.96
N 4.08 -2.99 3.85
N 2.87 -2.79 3.51
N 2.87 -2.10 2.32
C 3.83 -1.33 -0.21
N 4.26 -1.49 -1.40
N 3.14 -1.38 -2.26
N 2.01 -0.93 -1.44
N 2.47 -1.09 -0.07
H 5.62 -1.49 0.71
F -0.51 -0.22 1.89
C -2.18 -2.64 1.96
C -1.15 -3.33 1.12
C -1.39 -4.45 0.40
C -0.16 -4.87 -0.20
C 0.81 -4.01 0.16
C 2.24 -4.12 -0.22
N 0.23 -2.97 0.98
H -2.35 -3.20 2.89
H -3.13 -2.63 1.43
H -1.95 -1.61 2.22
H -2.35 -4.93 0.31
H -0.01 -5.75 -0.80
H 2.43 -5.15 -0.51
H 2.92 -3.89 0.60
H 2.49 -3.50 -1.08
*
```

***

Entry 6:
ORCA calculation (wB97M-V/def2-TZVPD) on a structure of composition C14H30NO3P2Ru.

Its expectation value of S² is 8.765. For the orbital gap (spin up / spin down), the calculation gives 7.4 / 6.4 eV. Its HOMO energy (spin up / spin down) is -0.483 / -0.580 Ha.

```
! RIJCOSX wB97M-V def2-TZVPD def2/J DEFGRID3
* xyz 2 6
Ru 0.24 0.01 0.29
P -1.82 0.78 0.52
C -2.66 -0.88 0.62
C -2.25 -1.71 -0.54
N -0.99 -1.50 -0.96
C -0.45 -2.26 -1.91
C -1.20 -3.21 -2.58
C -2.53 -3.41 -2.21
C -3.04 -2.67 -1.15
C 1.00 -2.04 -2.25
P 1.73 -1.11 -0.83
H -4.06 -2.80 -0.78
H -0.72 -3.76 -3.39
H -3.14 -4.16 -2.73
H 1.48 -3.01 -2.40
H 1.10 -1.45 -3.16
H -2.29 -1.33 1.57
H -3.74 -0.80 0.69
H 0.47 -1.82 3.01
O -0.53 -1.85 2.79
H -0.89 -2.57 3.31
H 2.28 -0.56 2.56
O 2.08 -1.38 3.11
H 2.88 -1.57 3.66
C 2.01 -2.47 0.34
H 2.48 -3.29 -0.21
H 2.65 -2.15 1.17
H 1.05 -2.80 0.75
C 3.34 -0.64 -1.47
H 3.85 -0.17 -0.62
H 3.95 -1.48 -1.81
H 3.22 0.08 -2.28
C -2.75 1.69 -0.74
H -3.82 1.69 -0.53
H -2.39 2.73 -0.73
H -2.57 1.29 -1.74
C -2.29 1.39 2.14
H -1.68 2.26 2.35
H -3.35 1.65 2.14
H -2.10 0.61 2.89
C 0.48 3.37 0.84
C 1.19 2.15 0.31
C 2.56 2.55 -0.19
O 1.33 1.20 1.34
H 0.96 3.61 1.80
H -0.59 3.22 1.00
H 0.59 4.23 0.17
H 0.61 1.66 -0.55
H 3.16 2.79 0.70
H 3.06 1.74 -0.72
H 2.52 3.42 -0.85
*
```

***

Entry 7:
ORCA calculation (wB97M-V/def2-TZVPD) on the ion C2H4NO2 with charge -1.

The relative energy (zero: lowest compared OMol25 entry of this formula, charge and spin) is 0.150 eV. Its structure (SMILES) is CNC(=O)[O-]. For the orbital gap, the calculation gives 8.1 eV. Its HOMO energy is -0.134 Ha.

```
! RIJCOSX wB97M-V def2-TZVPD def2/J DEFGRID3
* xyz -1 1
C 0.82 0.60 -0.43
N -0.20 0.31 0.54
C -1.12 -0.77 0.27
O -1.96 -0.97 1.15
O -0.96 -1.39 -0.80
H 1.75 0.00 -0.42
H 0.32 0.43 -1.39
H 1.18 1.63 -0.39
H 0.18 0.17 1.47
*
```

***

Entry 8:
ORCA calculation (wB97M-V/def2-TZVPD) on a structure of composition C16H54AlF3N20O14.

For the orbital gap, the calculation gives 9.5 eV. Its HOMO energy is -0.490 Ha.

```
! RIJCOSX wB97M-V def2-TZVPD def2/J DEFGRID3
* xyz 2 1
Al -0.49 -2.91 0.93
C -2.07 1.11 1.83
O -3.42 1.52 1.77
O -1.27 1.84 1.02
C -1.60 1.10 3.24
F -0.27 0.72 3.34
F -1.80 2.19 3.93
F -2.26 0.06 3.92
C -4.34 0.72 2.43
C -5.71 1.04 1.89
H -5.56 1.03 0.84
H -6.50 0.40 2.12
H -6.08 2.01 2.18
H -4.29 0.92 3.49
H -4.16 -0.35 2.24
H -1.95 0.06 1.45
C -5.16 -1.88 6.34
O -4.22 -2.37 5.77
N -5.55 -2.43 7.55
N -5.98 -0.89 5.92
H -5.12 -3.37 7.76
H -5.53 -1.84 8.38
H -5.73 -0.40 5.10
H -6.84 -0.67 6.39
C 5.42 0.25 1.14
O 4.43 -0.31 1.56
N 5.54 0.47 -0.18
N 6.44 0.69 1.99
H 4.54 0.18 -0.79
H 5.99 1.37 -0.35
H 6.02 0.87 2.92
H 7.08 1.38 1.59
C -2.02 -3.36 3.15
O -1.03 -3.43 2.48
N -2.00 -2.92 4.49
N -3.38 -3.33 2.75
H -2.61 -2.83 5.29
H -1.07 -3.14 4.80
H -3.43 -3.61 1.77
H -4.17 -3.27 3.32
C 3.00 -1.64 -1.58
O 2.71 -0.46 -1.36
N 3.77 -2.35 -0.78
N 2.84 -2.08 -2.88
H 4.00 -2.00 0.29
H 3.90 -3.34 -0.84
H 3.37 -2.84 -3.24
H 2.38 -1.50 -3.55
C 1.04 -5.15 -0.21
O 0.13 -5.94 -0.19
N 0.94 -3.95 0.42
N 2.32 -5.42 -0.73
H 1.67 -3.19 0.43
H -0.96 2.68 1.30
H 2.36 -6.32 -1.21
H 2.58 -4.79 -1.48
C 8.57 1.72 -0.79
O 7.78 2.21 0.04
N 9.38 2.61 -1.38
N 8.52 0.39 -1.17
H 9.15 3.52 -1.10
H 9.99 2.38 -2.11
H 7.86 -0.13 -0.62
H 9.08 0.04 -1.91
C -2.62 -1.81 -0.59
O -1.70 -2.59 -0.37
N -3.98 -2.22 -0.51
N -2.41 -0.55 -1.01
H -4.63 -1.72 -0.99
H -4.11 -3.16 -0.22
H -1.38 -0.37 -1.10
H -3.15 -0.01 -1.37
C 1.32 -0.71 1.52
O 0.27 -1.30 1.10
N 1.72 0.44 1.10
N 2.04 -1.34 2.50
H 2.60 0.80 1.29
H 1.10 0.91 0.38
H 2.98 -1.14 2.77
H 1.63 -2.24 2.66
C -2.02 4.65 -5.74
O -2.57 3.87 -4.98
N -2.56 4.92 -6.97
N -0.91 5.42 -5.48
H -2.04 5.45 -7.61
H -3.36 4.44 -7.21
H -0.46 5.33 -4.58
H -0.44 5.91 -6.21
C -4.14 1.45 -3.39
O -4.63 0.59 -2.58
N -3.33 2.40 -2.83
N -4.26 1.38 -4.77
H -2.75 3.06 -3.36
H -3.16 2.28 -1.82
H -3.76 2.10 -5.31
H -4.43 0.43 -5.13
C 3.02 2.76 -2.34
O 2.16 2.30 -1.39
H 3.36 2.01 -3.07
H 2.58 3.53 -2.95
H 3.92 3.18 -1.87
H 2.48 1.50 -0.86
C 0.15 1.09 -3.33
O 0.03 0.98 -1.87
H -0.46 1.94 -3.72
H 1.16 1.29 -3.65
H -0.35 0.16 -3.68
H 0.86 1.47 -1.59
*
```

***

Entry 9:
ORCA calculation (wB97M-V/def2-TZVPD) on an isolated molecule of C2H2N2O2.

The relative energy (zero: lowest compared OMol25 entry of this formula, charge and spin) is 3.661 eV. Its structure (SMILES) is N#CC(=O)NO. For the orbital gap, the calculation gives 9.9 eV. Its HOMO energy is -0.376 Ha.

```
! RIJCOSX wB97M-V def2-TZVPD def2/J DEFGRID3
* xyz 0 1
C 0.15 0.44 0.02
C 1.46 0.03 0.15
H -2.38 -0.10 0.55
H -0.46 -1.78 0.13
N -0.69 -0.75 0.01
N 2.50 -0.47 -0.10
O -1.99 -0.51 -0.10
O -0.45 1.46 -0.04
*
```

***

Entry 10:
ORCA calculation (wB97M-V/def2-TZVPD) on an isolated molecule of C5H10N2.

The relative energy (zero: lowest compared OMol25 entry of this formula, charge and spin) is 3.297 eV. For the orbital gap (spin up / spin down), the calculation gives 7.8 / 7.8 eV. Its HOMO energy (spin up / spin down) is -0.256 / -0.256 Ha.

```
! RIJCOSX wB97M-V def2-TZVPD def2/J DEFGRID3
* xyz 0 1
C -1.49 -1.02 -0.38
C 1.74 0.62 0.18
C -1.73 0.07 0.61
C 0.83 1.65 -0.39
N -0.38 -1.70 -0.58
C 1.60 -0.71 0.37
N 0.86 -1.70 -0.19
H -0.53 -2.53 -1.16
H -2.36 -1.41 -0.90
H 2.65 1.04 0.58
H 2.41 -1.19 0.93
H -0.84 0.30 1.17
H -2.08 0.98 0.11
H -2.52 -0.23 1.30
H 0.34 2.24 0.40
H 1.42 2.36 -0.97
H 0.09 1.24 -1.08
*
```

***

Entry 11:
ORCA calculation (wB97M-V/def2-TZVPD) on a structure of composition C3H5NO3.

The relative energy (zero: lowest compared OMol25 entry of this formula, charge and spin) is 6.667 eV. For the orbital gap (spin up / spin down), the calculation gives 8.0 / 8.0 eV. Its HOMO energy (spin up / spin down) is -0.316 / -0.316 Ha.

```
! RIJCOSX wB97M-V def2-TZVPD def2/J DEFGRID3
* xyz 0 1
C 0.26 -0.07 0.02
C -1.14 0.31 -1.33
C 0.05 0.64 1.33
N 1.03 -0.78 -0.60
O -2.25 -0.05 -1.19
O -1.33 2.06 -3.08
O -0.50 1.13 -2.03
H 0.85 0.70 2.03
H -0.71 0.11 1.96
H -0.17 1.69 1.09
H 1.76 -1.25 -0.21
H -0.79 2.01 -3.96
*
```

***

Entry 12:
ORCA calculation (wB97M-V/def2-TZVPD) on an isolated molecule of C3H8ClNO.

The relative energy (zero: lowest compared OMol25 entry of this formula, charge and spin) is 1.259 eV. Its structure (SMILES) is COC[C@@H](N)Cl. For the orbital gap, the calculation gives 10.8 eV. Its HOMO energy is -0.366 Ha.

```
! RIJCOSX wB97M-V def2-TZVPD def2/J DEFGRID3
* xyz 0 1
C 1.97 -0.54 0.01
O 1.17 0.39 0.74
C 0.11 0.94 0.02
C -1.00 -0.06 -0.32
N -2.11 0.09 0.62
Cl -1.64 0.28 -1.96
H 1.70 -0.58 -1.04
H 3.02 -0.27 0.09
H 1.85 -1.54 0.43
H 0.44 1.45 -0.89
H -0.35 1.69 0.65
H -0.63 -1.08 -0.32
H -2.78 -0.66 0.43
H -1.75 -0.12 1.55
*
```

***

| no. | F_max (eV Å⁻¹) |
| --- | --- |
| 1 | 5.65 |
| 2 | 5.24 |
| 3 | 2.69 |
| 4 | 4.03 |
| 5 | 0.61 |
| 6 | 6.25 |
| 7 | 1.00 |
| 8 | 12.50 |
| 9 | 7.69 |
| 10 | 1.49 |
| 11 | 4.12 |
| 12 | 0.76 |